Computed, not measured: a single C2H5BO4 molecule, with ωB97M-V/def2-TZVPD.

Geometry as XYZ:
```
12
Properties=species:S:1:pos:R:3:forces:R:3:lowdin_charge:R:1
C -1.103736 1.277280 0.281558 -0.2 0.9 0.1 -0.03
B -0.576718 -0.279691 0.325669 -0.1 -0.6 1.9 -0.42
O -0.709121 -0.999356 1.629727 -1.8 0.4 -3.3 0.02
O -0.020169 -1.056629 -0.799029 3.6 2.4 1.6 0.09
C 1.313782 -0.559728 -1.205410 0.1 2.8 -6.9 -0.27
O 1.395200 -0.052675 -2.458892 -0.2 -3.4 8.7 0.02
O 2.517567 -0.521289 -0.360289 -3.5 -1.8 -1.1 0.05
H -1.059213 1.829149 1.338754 0.0 -1.5 -2.2 0.10
H -2.259046 1.241221 0.005693 2.4 0.1 0.4 0.10
H -0.536309 1.967381 -0.479737 -1.3 -1.4 1.3 0.08
H -1.607088 -1.464532 1.565426 1.8 0.7 0.5 0.12
H 2.644851 -1.381129 0.156529 -0.7 1.5 -0.9 0.15
```
Positions in Å, forces in eV/Å.

E_LUMO in eV: 0.090
ΔE to the lowest compared entry with this formula, charge and spin in kcal per mole: 56.1
Total energy in Ha: -405.01464
HOMO energy in Ha: -0.398
SMILES: CB(O)OC(=O)O
Total charge: 0
Frontier orbital gap in Ha: 0.4011